C33H40CrN2O7S3 | ωB97M-V with the def2-TZVPD basis set

Atoms and positions in Å:
C1 -1.6316 -1.8708 -1.4545
C2 0.4591 3.4683 -1.1357
C3 -1.0573 2.5189 2.0092
H1 -5.1450 0.0322 2.7593
C4 -3.8813 -1.7066 2.6041
H2 1.5029 -8.5695 -2.4075
C5 4.0683 3.9906 5.9261
C6 -1.9047 3.7252 -5.3891
H3 -0.7947 4.2629 -7.1800
N1 0.4059 0.7109 1.1150
O1 0.1527 -7.0891 -2.5456
H4 0.4316 3.4478 -0.0480
C7 1.3936 -7.5442 -2.0578
C8 1.7447 -0.8202 -3.9606
C9 -0.6785 2.5737 -1.6221
C10 -0.7900 1.0775 1.6696
H5 -2.8179 -3.7871 -2.8356
H6 1.3959 2.9835 -1.4100
S1 2.9053 -0.7393 1.1172
O2 -0.3685 -1.8089 1.6902
C11 -1.8102 0.1209 1.9158
H7 -3.1970 -0.4734 -1.6616
H8 4.0403 4.2926 1.9399
H9 2.7061 -0.3032 -4.0127
C12 -1.8607 -4.1101 -2.4478
H10 0.6018 4.9952 -2.6952
H11 2.8941 3.3168 7.5954
H12 -2.1731 2.7268 -5.7440
C13 0.1686 -3.6236 -1.1700
S2 -0.6315 2.3072 -3.4066
H13 4.8340 4.4472 6.5432
H14 -0.3739 5.2191 -5.7543
H15 -2.9979 -1.5156 -3.0749
H16 -3.3699 1.5978 2.1593
C14 2.1229 2.8209 4.3282
H17 -0.5424 1.5700 -1.2123
H18 -1.6745 2.9346 -1.3450
H19 1.1682 2.2648 6.1567
H20 5.0332 4.5189 4.0852
N2 1.4704 1.5488 1.3353
H21 -1.7396 2.9938 1.2869
H22 -2.7462 4.3816 -5.6315
H23 1.4251 -7.5271 -0.9647
O3 1.7439 0.8305 -2.0012
C15 -1.1048 -3.1982 -1.6851
C16 2.0143 2.7732 5.7107
H24 0.1978 3.5592 -5.8992
H25 -0.5252 5.4019 -1.3924
C17 2.6148 0.9664 1.3187
C18 -1.5471 -1.3061 1.9524
S3 4.0736 1.9718 1.5313
H26 1.2170 5.4884 -1.1249
O4 -1.4380 1.0898 -3.7392
H27 -1.5316 2.6084 2.9913
C19 4.1777 4.0334 4.5437
H28 2.2206 -6.9390 -2.4400
C20 -0.1997 -5.8014 -2.2248
H29 -1.3675 4.6040 -3.4706
H30 1.7625 -1.7094 -4.5914
C21 -0.6479 4.2185 -6.0990
C22 -1.4488 -5.3841 -2.7290
H31 -2.0440 -6.0690 -3.3174
C23 -4.1493 -0.3447 2.5468
Cr1 0.7131 -1.0618 0.1951
H32 -0.1299 3.0866 2.0158
O5 1.4723 -1.2785 -2.6455
C24 -2.9915 -1.4888 -1.9852
H33 1.5384 -5.2542 -1.0762
C25 -3.1347 0.5410 2.2101
C26 0.5777 -4.9643 -1.4757
C27 3.2101 3.4539 3.7255
H34 0.9649 -0.1387 -4.3062
C28 2.9819 3.3589 6.5161
C29 1.4447 -0.3005 -1.6562
H35 -2.3606 -3.2228 2.3307
H36 1.3812 2.3416 3.7039
C30 -1.7473 3.6657 -3.8751
H37 2.3993 3.6433 1.7362
C31 3.3582 3.4906 2.2299
C32 -2.5955 -2.1639 2.3045
H38 -2.6952 3.4219 -3.3883
O6 -1.0445 -0.9923 -0.8111
C33 0.4293 4.9149 -1.6185
O7 0.9570 -2.9261 -0.4658
H39 -4.6618 -2.4132 2.8681
H40 -3.7580 -2.1640 -1.6005

Cartesian forces, eV/Å:
C 0.015 -0.047 0.158
C -0.046 0.006 -0.046
C 0.026 -0.008 -0.030
H 0.001 0.000 -0.001
C -0.010 -0.003 -0.005
H -0.001 0.000 0.000
C -0.015 -0.002 0.028
C -0.012 0.001 0.004
H 0.005 -0.005 0.000
N -0.077 -0.033 -0.019
O -0.002 -0.006 -0.001
H -0.001 -0.024 0.030
C 0.005 -0.002 0.000
C 0.047 -0.008 0.012
C 0.028 -0.052 0.042
C 0.015 -0.019 -0.008
H -0.001 -0.007 -0.004
H 0.001 0.015 0.001
S 0.057 -0.017 0.012
O 0.037 0.001 -0.028
C 0.015 0.027 -0.016
H -0.014 0.023 0.029
H -0.015 0.006 0.018
H -0.010 -0.006 -0.005
C 0.003 -0.006 -0.007
H 0.019 0.006 0.011
H 0.000 0.002 -0.001
H 0.006 0.004 0.004
C -0.013 -0.017 0.026
S -0.001 0.028 -0.045
H -0.002 -0.003 -0.002
H 0.001 0.000 -0.004
H -0.012 -0.012 -0.033
H -0.003 -0.007 0.001
C 0.038 -0.027 0.030
H -0.030 0.045 0.004
H 0.019 0.014 -0.009
H 0.000 0.005 0.006
H -0.006 0.001 0.003
N 0.107 -0.037 0.106
H 0.011 -0.002 -0.004
H 0.002 -0.001 0.006
H -0.002 0.001 -0.001
O -0.016 -0.028 0.024
C 0.009 0.022 -0.013
C -0.011 -0.002 -0.043
H 0.000 0.001 -0.001
H 0.001 -0.006 0.001
C -0.167 0.122 -0.008
C -0.031 -0.010 0.032
S -0.021 -0.046 -0.011
H -0.005 0.006 0.000
O 0.005 -0.018 0.014
H 0.002 0.006 0.001
C -0.018 0.018 -0.029
H -0.001 -0.001 -0.001
C 0.005 0.011 0.014
H 0.012 -0.004 -0.001
H 0.004 -0.003 -0.008
C -0.006 0.003 0.011
C -0.007 -0.002 -0.011
H 0.001 0.002 0.000
C 0.003 0.001 0.002
Cr -0.086 -0.038 0.030
H 0.014 0.019 0.008
O -0.059 -0.013 -0.005
C 0.026 0.043 -0.041
H -0.004 0.003 -0.001
C -0.008 0.001 -0.001
C 0.015 -0.009 -0.020
C 0.024 0.002 -0.006
H -0.018 0.021 -0.008
C 0.025 0.013 0.008
C 0.114 0.044 -0.011
H -0.001 -0.001 0.001
H -0.033 -0.012 -0.060
C -0.083 -0.040 -0.035
H -0.008 -0.031 -0.012
C 0.092 0.024 0.020
C 0.017 -0.004 -0.009
H 0.003 0.018 -0.004
O -0.025 -0.012 -0.099
C 0.019 0.020 0.009
O 0.019 0.026 0.006
H 0.001 0.000 0.001
H 0.014 0.021 -0.005

As for the total energy: -4156.7873 hartree. The energy above the lowest of the compared OMol25 structures with the same formula, charge and spin is 0.0 kJ/mol. As for the net charge: -2. Its LUMO energy (spin up / spin down) is 4.09 / 4.08 eV. The value obtained for the HOMO energy (spin up / spin down) is 0.037 / -0.053 hartree. The expectation value of S² is 6.0621. The spin multiplicity is 5.